{"formula": "C2H3IN2O", "method": "ωB97M-V with the def2-TZVPD basis set", "e_above_lowest_kcal_mol": 19.2, "homo_ev": -9.09, "homo_lumo_gap_ev": 9.45, "symbols": ["H", "N", "C", "I", "C", "N", "O", "H", "H"], "xyz": [[-0.53760, -2.54127, 0.20481], [-0.18196, -1.63899, -0.00612], [-0.90943, -0.65998, -0.01875], [-3.01560, -0.31999, -0.02397], [0.04291, 0.98153, -0.08259], [1.34225, 0.72884, -0.00471], [-0.52044, 2.02014, 0.11405], [1.88320, -0.16546, -0.22280], [1.89668, 1.59518, 0.04009]]}

{"formula": "C5H38N2O12", "method": "ωB97M-V with the def2-TZVPD basis set", "total_charge": 1, "e_above_lowest_kcal_mol": 0.0, "spin_multiplicity": 2, "homo_ev": [-12.88, -12.87], "homo_lumo_gap_ev": [9.81, 3.92], "symbols": ["C", "C", "C", "C", "C", "N", "N", "H", "H", "H", "H", "H", "H", "H", "H", "H", "H", "H", "H", "H", "H", "H", "H", "O", "H", "H", "O", "H", "H", "O", "H", "H", "O", "H", "H", "O", "H", "H", "O", "H", "H", "O", "H", "H", "O", "H", "H", "O", "H", "H", "O", "H", "H", "O", "H", "H", "O"], "xyz": [[0.08672, 1.27335, -0.75918], [-1.12310, 1.11436, 0.18123], [-0.68318, 1.01007, 1.67704], [-0.59083, -0.43627, 2.15298], [0.94377, -2.30996, 2.50606], [0.81551, -0.90221, 2.07009], [-2.08481, 2.21565, 0.05130], [0.68041, 2.10678, -0.49038], [-0.24144, 1.42804, -1.77315], [0.68254, 0.36979, -0.74671], [-1.66800, 0.21208, -0.10917], [0.30423, 1.64889, 1.85111], [-1.34997, 1.46336, 2.32631], [-0.91158, -0.48884, 3.21770], [-1.27915, -1.07328, 1.58216], [1.99262, -2.58994, 2.45120], [0.65191, -2.33384, 3.55777], [0.37024, -3.04303, 1.92871], [1.15478, -0.77001, 1.08136], [-1.67315, 3.10799, 0.32147], [-2.39570, 2.26871, -0.89014], [1.93142, -2.07080, -0.50235], [3.44866, -2.12281, -0.67700], [2.72598, -1.76283, -0.12771], [2.73824, -0.33486, -1.22870], [3.07978, 1.07017, -1.67924], [2.85946, 0.13915, -1.99671], [-1.94873, -0.81904, -2.36701], [-0.86231, -0.41292, -3.32905], [-1.72640, -0.28895, -3.12198], [-4.90211, 1.47757, 1.52284], [-3.39262, 1.67930, 1.15741], [-4.03661, 1.17462, 1.72839], [-3.05081, 2.47983, -3.54441], [-2.14993, 1.38682, -2.94014], [-2.48088, 2.26792, -2.85057], [2.74297, 3.06915, -0.51069], [3.64496, 1.93147, 0.11372], [3.42958, 2.43076, -0.69249], [-2.56972, -1.79217, -0.30427], [-2.72081, -2.61748, -1.61640], [-2.10856, -2.04319, -1.10179], [3.32547, 0.96847, 2.32606], [3.45955, 0.08193, 1.16539], [3.76707, 0.88233, 1.44954], [1.78765, 0.06605, 3.30067], [1.65370, 1.58814, 3.90216], [2.31550, 0.85848, 3.71492], [-0.42234, -2.46179, -1.05116], [0.50223, -3.57037, -1.56116], [0.48577, -2.65552, -1.29402], [-3.60977, -1.80834, 1.82164], [-3.76894, -0.36699, 1.15758], [-3.61543, -1.37382, 0.99758], [1.54541, -0.40112, -3.07534], [0.76454, -1.61159, -2.58810], [0.82710, -0.98128, -3.35506]]}

{"formula": "C4H8O3", "method": "ωB97M-V with the def2-TZVPD basis set", "e_above_lowest_kcal_mol": 127.2, "homo_ev": [-8.81, -8.77], "homo_lumo_gap_ev": [8.08, 8.03], "symbols": ["C", "O", "C", "C", "O", "O", "C", "H", "H", "H", "H", "H", "H", "H", "H"], "xyz": [[0.26948, -0.80930, -2.53517], [0.46306, 0.24547, -1.63276], [1.01931, 0.96442, 0.09753], [-0.36160, 0.66442, 0.43454], [-1.28406, 0.71488, -0.33962], [-0.46010, 0.19224, 1.67297], [-1.76376, -0.28794, 1.93173], [0.08641, -0.34118, -3.52874], [-0.58412, -1.49403, -2.35156], [1.17666, -1.39194, -2.62750], [1.79335, 0.57612, 0.76432], [1.30473, 1.93300, -0.28460], [-2.52324, 0.48468, 1.79078], [-1.97255, -1.12606, 1.26871], [-1.70926, -0.61940, 2.95557]]}

{"formula": "C6H22N2O3", "method": "ωB97M-V with the def2-TZVPD basis set", "e_above_lowest_kcal_mol": 135.0, "homo_ev": -9.01, "homo_lumo_gap_ev": 9.52, "symbols": ["C", "C", "N", "C", "C", "C", "C", "N", "H", "H", "H", "H", "H", "H", "H", "H", "H", "H", "H", "H", "H", "H", "H", "H", "O", "H", "H", "O", "H", "H", "O", "H", "H"], "xyz": [[1.53680, 0.98349, 2.41832], [1.86767, 0.32345, 0.98451], [0.56093, 0.29398, 0.09474], [0.68983, -0.83564, -0.83089], [-0.48032, -1.77911, -0.77489], [0.35852, 1.67620, -0.44832], [-1.25324, 1.88044, -0.36548], [-1.89250, 1.67264, -1.74710], [2.10967, 1.83392, 2.18549], [0.47113, 1.22415, 2.52688], [1.65188, 0.35599, 3.33971], [2.82156, 0.82281, 0.69005], [2.33104, -0.57926, 1.09604], [1.69038, -1.38769, -0.65423], [0.82809, -0.44574, -1.77809], [-1.25658, -1.55840, -0.01594], [-1.06285, -1.93247, -1.70073], [-0.04641, -2.74963, -0.41999], [0.77293, 2.46803, 0.05426], [0.70395, 1.81952, -1.40776], [-1.64203, 1.11990, 0.49552], [-1.42828, 2.88610, 0.01867], [-1.23036, 2.11886, -2.43972], [-1.95983, 0.64632, -1.85731], [-0.86880, -3.56188, 1.77050], [-1.69997, -3.28575, 1.42385], [-0.32131, -2.75128, 1.58701], [2.79984, -0.77835, -3.62051], [2.42382, 0.00963, -3.11573], [2.98371, -1.51190, -2.98347], [-3.11350, 0.79835, 2.36463], [-3.23881, 0.93749, 1.60878], [-2.43662, 1.03507, 2.89683]]}

{"formula": "C2H2N3O", "method": "ωB97M-V with the def2-TZVPD basis set", "total_charge": 1, "e_above_lowest_kcal_mol": 159.7, "homo_ev": -16.93, "homo_lumo_gap_ev": 10.05, "symbols": ["C", "C", "N", "N", "N", "O", "H", "H"], "xyz": [[0.74256, -1.22076, 0.05635], [1.84798, 0.10142, 0.24335], [2.00143, -1.26031, -0.12775], [0.31944, 1.20624, 0.08519], [0.57361, 0.05566, 0.82841], [1.61109, 1.21978, -0.41572], [-0.39948, -1.86608, -0.44586], [-0.06086, 2.05295, 0.51434]]}

{"formula": "C36H46AsAuBCl3F4GeN4PSi", "method": "ωB97M-V with the def2-TZVPD basis set", "total_charge": -1, "e_above_lowest_kcal_mol": 57.6, "homo_ev": [-5.30, -4.42], "homo_lumo_gap_ev": [6.49, 5.97], "symbols": ["Au", "C", "N", "C", "N", "C", "N", "C", "N", "C", "C", "H", "H", "H", "H", "H", "H", "H", "H", "H", "H", "H", "H", "C", "C", "As", "C", "C", "C", "C", "C", "C", "C", "C", "C", "C", "C", "C", "P", "C", "C", "C", "C", "C", "C", "C", "C", "C", "C", "C", "C", "H", "H", "H", "H", "H", "H", "H", "H", "H", "H", "H", "H", "H", "H", "H", "H", "H", "H", "H", "H", "H", "H", "H", "H", "Cl", "Si", "Cl", "Cl", "C", "Ge", "C", "C", "C", "H", "H", "H", "H", "H", "H", "H", "H", "H", "H", "F", "B", "F", "F", "F"], "xyz": [[1.01723, 0.42670, 0.96572], [1.67023, 0.58419, 4.38333], [1.36155, 0.51521, 5.81400], [0.30524, 1.49300, 6.10308], [-0.90303, 1.24337, 5.32181], [-0.55489, 1.31302, 3.89989], [0.48459, 0.31963, 3.55466], [-0.02763, -1.01134, 3.89750], [-0.36545, -1.12782, 5.31756], [0.83561, -0.82037, 6.09962], [-1.37503, -0.10431, 5.62261], [2.43891, -0.15653, 4.15350], [2.05415, 1.57677, 4.14441], [0.67695, 2.49220, 5.86838], [0.06161, 1.43892, 7.16781], [-0.18705, 2.31234, 3.66714], [-1.44218, 1.12876, 3.29453], [0.73196, -1.76019, 3.65397], [-0.92335, -1.20130, 3.30300], [1.60731, -1.55850, 5.86702], [0.58726, -0.88287, 7.16238], [-1.62355, -0.16820, 6.68549], [-2.27085, -0.30684, 5.03112], [0.69931, 0.29780, -2.08339], [0.28547, 0.06669, -3.51491], [0.91626, 1.44185, -4.80254], [0.37016, 2.98679, -3.73890], [-0.91465, 3.47247, -3.97445], [-1.41131, 4.54677, -3.25320], [-0.61777, 5.15773, -2.29316], [0.66048, 4.68001, -2.04770], [1.15207, 3.59714, -2.76290], [2.83864, 1.43750, -4.47062], [3.52457, 0.30412, -4.04810], [4.90665, 0.31631, -3.92715], [5.62314, 1.45908, -4.24420], [4.95203, 2.59105, -4.68821], [3.57227, 2.57515, -4.80727], [-0.27155, -0.84018, -0.73406], [0.26274, -2.38824, -1.60549], [-0.48391, -3.04702, -2.58145], [0.02523, -4.17250, -3.21397], [1.28987, -4.64517, -2.89900], [2.05176, -3.97979, -1.94809], [1.54065, -2.86537, -1.30215], [-1.93764, -0.31898, -1.26737], [-2.99710, -1.19673, -1.47625], [-4.23962, -0.72837, -1.87474], [-4.44969, 0.63250, -2.04211], [-3.41297, 1.51995, -1.79604], [-2.16745, 1.04972, -1.41546], [0.51733, 1.32750, -1.77440], [1.75312, 0.08178, -1.90552], [-0.80305, 0.09682, -3.61307], [0.62055, -0.89739, -3.89798], [-1.53025, 2.98931, -4.72692], [-2.41617, 4.90551, -3.43831], [-1.00098, 5.99750, -1.72834], [1.27468, 5.14390, -1.28655], [2.14365, 3.21785, -2.54703], [2.97774, -0.60022, -3.80383], [5.42299, -0.56624, -3.57122], [6.70130, 1.46991, -4.14601], [5.50700, 3.48662, -4.93917], [3.04948, 3.45886, -5.15782], [-1.44888, -2.65991, -2.87413], [-0.57032, -4.67182, -3.96910], [1.68710, -5.52069, -3.39714], [3.05146, -4.32361, -1.71223], [2.14485, -2.34703, -0.56279], [-2.86302, -2.25929, -1.32823], [-5.04714, -1.43065, -2.04508], [-5.42019, 1.00075, -2.35058], [-3.56467, 2.58850, -1.87384], [-1.38527, 1.76500, -1.19949], [4.34842, -0.87828, 2.03834], [3.34209, 0.69114, 1.06642], [4.37454, 0.73943, -0.75080], [4.10485, 2.35626, 2.05485], [-2.32398, -4.68876, 0.36005], [-2.08467, -3.05279, 1.46837], [-1.53994, -3.68332, 3.26775], [-3.85132, -2.18752, 1.67850], [-0.68227, -1.89219, 0.75907], [-3.07443, -5.32313, 0.83503], [-1.39088, -5.24798, 0.28344], [-2.65673, -4.44977, -0.64963], [-2.05997, -4.61742, 3.48719], [-1.81033, -2.95309, 4.03121], [-0.46614, -3.85990, 3.33581], [-4.26657, -2.44176, 2.65512], [-4.54829, -2.52240, 0.91088], [-3.76045, -1.10387, 1.61318], [0.26325, -2.09616, 1.26747], [-2.62321, 2.01972, 1.54527], [-1.74973, 3.06906, 1.20082], [-0.48081, 2.48199, 0.84899], [-1.55319, 3.92732, 2.28609], [-2.23877, 3.76428, 0.08969]]}